*one*
This record from OMol25 describes the ion C5H14N2 with charge +2. The level of theory is ωB97M-V/def2-TZVPD.

The geometry in ORCA input format:
```
! RIJCOSX wB97M-V def2-TZVPD def2/J DEFGRID3
* xyz 2 1
C 1.07759 -2.29573 0.67413
C 0.42120 -1.31950 -0.28294
C 0.64813 0.21110 -0.07730
C -0.50297 0.91826 0.58577
C -0.93430 2.07753 0.15111
N -1.91994 2.96779 0.84962
N 0.75905 -1.73732 -1.71196
H 1.79362 -1.75506 1.33553
H 0.46824 -2.80655 1.42231
H 1.82893 -2.93536 0.21584
H -0.67586 -1.37380 -0.21806
H 0.81851 0.71073 -1.04178
H 1.56858 0.30594 0.51205
H -0.91941 0.40809 1.46476
H -0.64553 2.61888 -0.74281
H -2.22241 3.69596 0.19885
H -1.33784 3.49739 1.51189
H -2.68037 2.48186 1.32856
H 0.82653 -0.98873 -2.40441
H 0.03489 -2.35150 -2.10019
H 1.59335 -2.32998 -1.67095
*
```

**SMILES**: C[C@H]([NH3+])C/C=C/[NH3+]
**Orbital gap**: 0.4479 Eh
**Highest occupied orbital energy**: -18.71 eV

Atom-resolved charges from Löwdin, all expressed in e: -0.0153, -0.2996, -0.1210, -0.0529, -0.0589, 0.2263, 0.2321, 0.1063, 0.1068, 0.0923, 0.1482, 0.1239, 0.1382, 0.1502, 0.1415, 0.1798, 0.1877, 0.1856, 0.1739, 0.1862, 0.1688

---

*two*
This record from OMol25 describes a cluster of 2 separate species, C5H14N2 in total. The level of theory is ωB97M-V/def2-TZVPD.

The geometry in ORCA input format:
```
! RIJCOSX wB97M-V def2-TZVPD def2/J DEFGRID3
* xyz 2 1
C -1.75489 -0.06488 -0.74925
C -3.86322 0.49269 0.27399
C 1.84480 1.39600 0.44014
C 3.07430 -0.11139 -0.90616
C 1.74992 -0.92392 0.95330
N -2.86028 -0.38715 -0.21899
N 2.15916 0.20009 0.15941
H -1.49915 0.98067 -0.87718
H -4.08858 0.25871 1.31928
H -4.79568 0.32777 -0.27582
H -3.57143 1.53716 0.18378
H 1.20467 1.62910 1.28012
H 2.22840 2.22276 -0.14274
H -1.08420 -0.82506 -1.12177
H 3.95770 -0.60886 -0.49889
H 2.62235 -0.80315 -1.61719
H 3.39657 0.78398 -1.43352
H 0.93985 -0.66397 1.63338
H 1.46227 -1.75888 0.31422
H 2.59460 -1.26843 1.55745
H -3.11312 -1.37753 -0.12810
*
```

**Orbital gap**: 0.4314 Eh
**Highest occupied orbital energy**: -20.18 eV

Atom-resolved charges from Löwdin, all expressed in e: 0.1741, -0.0024, 0.1984, 0.0164, 0.0014, 0.0052, -0.2125, 0.1283, 0.1274, 0.1317, 0.1156, 0.1313, 0.1360, 0.1217, 0.1325, 0.1205, 0.1178, 0.1091, 0.1143, 0.1341, 0.1992

---

Which structure is the least stable? The one labeled *two*.